## w
Computed, not measured: a molecular structure, C3H7N, with wB97M-V/def2-TZVPD.

Last column: natural (NBO) charge in e.
Geometry (Å):
C 0.13 -0.75 0.03  -0.497
C 1.09 0.42 -0.20  -0.727
C -1.07 0.04 0.52  0.217
N -2.20 0.01 0.02  -0.659
H -2.91 0.62 0.39  0.362
H 1.86 -0.44 -0.87  0.214
H 0.50 -1.35 0.87  0.227
H -0.11 -1.34 -0.86  0.226
H 1.86 0.68 0.52  0.258
H 0.93 1.01 -1.10  0.254
H -0.08 1.09 0.67  0.123

As for the HOMO-LUMO gap: 0.3545 Ha. As for the spin multiplicity: 1. The calculation puts the HOMO energy at -8.703 eV. As for the charge: 0.

---

## x
Computed, not measured: 2 unconnected molecules or ions with the total composition C3H7N, with wB97M-V/def2-TZVPD.

Last column: natural (NBO) charge in e.
Geometry (Å):
C -0.68 -0.70 1.10  -0.261
N -0.18 0.20 0.32  -0.206
C 0.77 1.00 -0.16  -0.227
C -0.51 0.92 -0.91  -0.237
H 1.33 -1.84 -0.35  -0.036
H -1.62 -1.16 0.82  0.196
H -0.14 -0.97 2.00  0.198
H 1.32 1.77 0.36  0.212
H 1.60 -1.17 -0.55  0.000
H -1.32 1.64 -0.80  0.178
H -0.55 0.31 -1.82  0.183

As for the HOMO-LUMO gap: 0.3177 Ha. As for the spin multiplicity: 1. The calculation puts the HOMO energy at -7.450 eV. As for the charge: 0.

---

Tell me which of them is the least stable. Sure, it is x.

---

## w
Computed, not measured: 2 unconnected molecules or ions with the total composition C6H8F2, with wB97M-V/def2-TZVPD.

Last column: natural (NBO) charge in e.
Geometry (Å):
C -2.19 0.53 1.02  -0.633
C -1.03 0.15 0.16  -0.073
C -1.10 -1.19 -0.52  -0.622
C 0.03 0.88 -0.02  0.202
F 0.19 2.08 0.57  -0.355
H -2.42 -0.48 1.33  0.209
H -1.88 1.22 1.84  0.233
H -2.92 0.87 0.38  0.219
H -2.05 -1.37 -1.06  0.215
H -0.11 -1.19 -1.08  0.221
H -1.19 -1.92 0.19  0.207
H 0.96 0.74 -0.71  0.175
C 3.57 0.59 -0.40  -0.394
C 3.48 -0.61 -0.57  0.431
F 3.28 -1.84 -0.83  -0.255
H 3.39 1.55 -0.32  0.221

As for the HOMO-LUMO gap: 0.3645 Ha. As for the spin multiplicity: 1. The calculation puts the HOMO energy at -9.140 eV. Its SMILES is CC(C)=CF.C#CF. As for the charge: 0.

---

## x
Computed, not measured: C6H8F2 in the gas phase, with wB97M-V/def2-TZVPD.

Last column: natural (NBO) charge in e.
Geometry (Å):
C -2.29 -0.85 0.13  -0.357
C -1.32 0.01 -0.22  -0.071
C -1.40 1.44 -0.10  -0.647
C 0.11 -0.49 -0.19  0.278
F 0.27 -1.80 -0.41  -0.327
C 1.26 0.13 -0.02  0.344
C 2.65 -0.58 0.13  -0.661
F 1.46 1.45 -0.20  -0.328
H -3.31 -0.76 0.25  0.199
H -2.16 -1.99 0.49  0.206
H -1.06 1.95 -1.08  0.223
H -2.47 1.65 -0.13  0.222
H -0.88 1.89 0.79  0.242
H 3.55 -0.21 -0.63  0.223
H 3.07 -0.22 1.09  0.225
H 2.52 -1.61 0.09  0.230

As for the HOMO-LUMO gap: 0.3468 Ha. As for the spin multiplicity: 1. The calculation puts the HOMO energy at -8.697 eV. Its SMILES is C=C(C)/C(F)=C(/C)F. As for the charge: 0.

---

## y
Computed, not measured: C6H8F2 in the gas phase, with wB97M-V/def2-TZVPD.

Last column: natural (NBO) charge in e.
Geometry (Å):
C -1.70 -0.35 0.99  -0.614
C -0.26 -0.63 0.58  -0.310
C 0.67 0.40 1.05  -0.192
C 1.42 0.95 0.10  -0.177
C 1.19 0.50 -1.30  -0.518
C 0.05 -0.52 -1.14  0.735
F -1.09 -0.01 -1.78  -0.368
F 0.37 -1.67 -1.57  -0.313
H -2.34 0.08 0.12  0.237
H -1.68 0.39 1.69  0.202
H -2.32 -1.27 1.48  0.212
H 0.09 -1.65 0.97  0.219
H 0.74 0.46 2.18  0.217
H 1.99 1.87 0.24  0.211
H 0.82 1.32 -1.93  0.231
H 2.06 0.12 -1.69  0.227

As for the HOMO-LUMO gap: 0.3902 Ha. As for the spin multiplicity: 1. The calculation puts the HOMO energy at -9.553 eV. Its SMILES is C[C@@H]1C=CCC1(F)F. As for the charge: 0.

---

## z
Computed, not measured: C6H8F2 in the gas phase, with wB97M-V/def2-TZVPD.

Last column: natural (NBO) charge in e.
Geometry (Å):
C -3.21 -0.91 0.18  -0.601
C -1.77 -0.77 -0.21  -0.462
C -1.11 0.56 0.02  -0.244
C 0.18 0.96 0.11  0.365
F 0.36 2.26 -0.18  -0.332
C 1.36 0.36 0.25  -0.399
C 1.83 -0.73 -0.32  0.311
F 2.89 -1.37 0.14  -0.320
H -3.79 -1.80 -0.22  0.227
H -3.83 0.10 -0.08  0.191
H -3.27 -0.81 1.30  0.204
H -1.29 -1.64 0.25  0.216
H -1.81 -1.29 -1.29  0.209
H -1.94 1.30 0.01  0.216
H 1.76 0.55 1.29  0.241
H 1.33 -1.33 -1.16  0.177

As for the HOMO-LUMO gap: 0.3608 Ha. As for the spin multiplicity: 1. The calculation puts the HOMO energy at -8.973 eV. Its SMILES is CC/C=C(F)\C=C\F. As for the charge: 0.

---

Tell me which of them is the least stable. Sure, it is w.

---

## w
Computed, not measured: 2 unconnected molecules or ions with the total composition C3H3BrCl2, with wB97M-V/def2-TZVPD.

Last column: natural (NBO) charge in e.
Geometry (Å):
C -0.81 0.65 1.36  -0.414
C -1.43 0.58 0.21  -0.209
C 1.83 -1.23 -0.84  -0.187
Cl -0.89 -0.66 -0.92  -0.002
Cl 2.27 -2.33 -2.21  -0.031
Br 2.33 0.47 -1.13  0.163
H -1.23 1.24 2.17  0.217
H 0.03 -0.07 1.63  0.229
H -2.10 1.35 -0.27  0.233

As for the HOMO-LUMO gap: 0.3002 Ha. As for the spin multiplicity: 1. The calculation puts the HOMO energy at -9.140 eV. As for the charge: 0.

---

## x
Computed, not measured: a molecular structure, C3H3BrCl2, with wB97M-V/def2-TZVPD.

Last column: natural (NBO) charge in e.
Geometry (Å):
C 0.13 0.05 -0.26  -0.423
C -0.97 0.70 -0.55  -0.194
C -3.60 -0.05 0.98  -0.251
Cl -1.91 1.61 0.71  0.087
Cl -2.98 -1.53 1.33  0.085
Br -4.14 0.09 -0.87  0.003
H 0.51 -0.66 -1.12  0.242
H 0.43 0.19 0.72  0.220
H -1.42 0.68 -1.58  0.231

As for the HOMO-LUMO gap: 0.3009 Ha. As for the spin multiplicity: 1. The calculation puts the HOMO energy at -8.612 eV. As for the charge: 0.

---

Tell me which of them is the least stable. Sure, it is x.

---

## w
Computed, not measured: C6H6N4O in the gas phase, with wB97M-V/def2-TZVPD.

Last column: natural (NBO) charge in e.
Geometry (Å):
C -2.76 1.73 -1.18  -0.579
C -2.06 1.42 -0.10  0.366
N -1.57 1.04 1.02  -0.265
N -1.31 -0.27 1.10  -0.320
C -0.28 -0.98 1.04  0.513
O -0.38 -2.28 1.35  -0.686
C 0.95 -0.69 0.39  0.019
C 1.33 0.58 -0.02  -0.295
C 2.62 0.39 -0.60  -0.061
N 2.91 -0.91 -0.69  -0.232
N 1.91 -1.56 -0.11  -0.308
H -2.44 2.43 -1.92  0.236
H -3.80 1.73 -1.15  0.229
H -1.25 -2.62 1.49  0.505
H 0.98 1.45 0.40  0.233
H 3.35 1.08 -1.11  0.222
H 1.79 -2.55 0.08  0.424

As for the HOMO-LUMO gap: 0.3538 Ha. As for the spin multiplicity: 1. The calculation puts the HOMO energy at -9.071 eV. Its SMILES is C=C=N/N=C(/O)c1ccn[nH]1. As for the charge: 0.

---

## x
Computed, not measured: a molecular structure, C6H6N4O, with wB97M-V/def2-TZVPD.

Last column: natural (NBO) charge in e.
Geometry (Å):
C 0.31 0.96 2.93  -0.256
C -0.05 0.31 0.59  0.516
C -1.69 -1.14 -0.18  0.269
C -0.12 -0.65 -1.75  0.284
C 1.50 0.83 -2.46  0.225
C 0.43 0.23 -0.69  -0.015
H 0.90 1.50 3.59  0.198
H -0.75 1.33 3.03  0.199
H 0.34 -0.27 3.23  0.175
H -2.68 -1.62 -0.03  0.209
H -0.91 -2.57 -1.89  0.445
H 2.09 1.21 -3.27  0.199
N -1.16 -0.29 0.76  -0.492
N -1.15 -1.34 -1.37  -0.509
N 0.59 -0.46 -2.83  -0.545
N 1.49 1.09 -1.20  -0.421
O 0.86 0.85 1.54  -0.480

As for the HOMO-LUMO gap: 0.2760 Ha. As for the spin multiplicity: 1. The calculation puts the HOMO energy at -8.387 eV. As for the charge: 0.

---

Tell me which of them is the least stable. Sure, it is x.

---

## w
Computed, not measured: C3H8N4S in the gas phase, with wB97M-V/def2-TZVPD.

Last column: natural (NBO) charge in e.
Geometry (Å):
C 3.33 -0.54 0.38  -0.068
N 2.14 -0.17 0.20  -0.587
S 1.11 -0.96 -0.88  0.449
C -0.47 -0.37 -0.38  0.243
N -1.34 -1.30 -0.20  -0.480
C -2.59 -0.92 0.27  -0.454
N -0.82 0.96 -0.38  -0.471
N 0.09 2.04 -0.31  -0.639
H 3.93 0.10 1.04  0.178
H 3.83 -1.40 -0.06  0.161
H -3.20 -1.77 0.54  0.207
H -3.13 -0.39 -0.54  0.184
H -2.60 -0.32 1.21  0.179
H -1.70 1.14 0.02  0.384
H 0.89 1.77 0.31  0.367
H 0.53 2.12 -1.23  0.347

As for the HOMO-LUMO gap: 0.3447 Ha. As for the spin multiplicity: 1. The calculation puts the HOMO energy at -8.641 eV. Its SMILES is C=NS/C(=N/C)NN. As for the charge: 0.

---

## x
Computed, not measured: C3H8N4S in the gas phase, with wB97M-V/def2-TZVPD.

Last column: natural (NBO) charge in e.
Geometry (Å):
H 0.72 -0.46 -3.61  0.352
N 0.34 0.12 -2.84  -0.692
C 0.43 -0.51 -1.74  0.269
N 0.00 0.07 -0.57  -0.548
S -0.54 1.72 -0.72  0.187
C 0.06 -0.55 0.69  0.410
C 0.35 -2.03 0.73  -0.708
N -0.14 0.17 1.73  -0.347
N -0.08 -0.50 2.97  -0.665
H 0.85 -1.52 -1.61  0.166
H -0.62 1.86 0.59  0.148
H -0.01 -2.40 1.71  0.257
H 1.40 -2.24 0.64  0.230
H -0.20 -2.56 -0.05  0.232
H 0.88 -0.81 3.15  0.343
H -0.29 0.21 3.67  0.364

As for the HOMO-LUMO gap: 0.3242 Ha. As for the spin multiplicity: 1. The calculation puts the HOMO energy at -8.078 eV. Its SMILES is [H]/N=C/N(S)/C(C)=N/N. As for the charge: 0.

---

## y
Computed, not measured: C3H8N4S in the gas phase, with wB97M-V/def2-TZVPD.

Last column: natural (NBO) charge in e.
Geometry (Å):
C 0.94 0.52 -0.68  -0.698
C 1.01 -0.87 -0.06  0.013
N 1.28 -1.92 -0.76  -0.228
N 1.68 -1.61 -2.08  -0.642
S 0.69 -0.98 1.60  0.339
C -0.69 0.05 1.83  -0.150
N -1.37 0.61 0.96  -0.264
N -2.31 1.45 1.32  -0.624
H 1.93 0.76 -1.18  0.228
H 0.23 0.59 -1.48  0.219
H 0.78 1.36 0.05  0.246
H 1.43 -2.33 -2.70  0.358
H 1.11 -0.77 -2.46  0.332
H -0.81 0.24 2.90  0.171
H -3.06 1.70 0.61  0.364
H -2.85 1.19 2.13  0.336

As for the HOMO-LUMO gap: 0.3265 Ha. As for the spin multiplicity: 1. The calculation puts the HOMO energy at -8.000 eV. Its SMILES is C/C(=N\N)S/C=N/N. As for the charge: 0.

---

Tell me which of them is the least stable. Sure, it is y.

---

## w
Computed, not measured: 2 unconnected molecules or ions with the total composition C3H11N3O, with wB97M-V/def2-TZVPD.

Last column: natural (NBO) charge in e.
Geometry (Å):
H 1.31 -1.06 2.12  0.329
N 1.09 -0.66 1.21  -0.736
C -0.15 -0.36 1.09  0.590
N -1.17 -0.78 1.93  -0.838
N -0.64 -0.05 -0.20  -0.686
C -0.86 1.32 -0.54  -0.216
C 0.32 2.06 -1.24  -0.634
H -1.91 -1.26 1.45  0.393
H -0.97 -1.29 2.78  0.373
H -0.22 -0.65 -0.88  0.406
H -1.73 1.47 -1.19  0.184
H -1.21 1.89 0.32  0.200
H 0.09 2.26 -2.28  0.205
H 0.50 3.03 -0.76  0.209
H 1.21 1.46 -1.13  0.218
O 1.33 -2.50 -1.25  -0.953
H 1.92 -1.83 -0.92  0.486
H 1.10 -3.05 -0.50  0.471

As for the HOMO-LUMO gap: 0.3582 Ha. As for the spin multiplicity: 1. The calculation puts the HOMO energy at -9.027 eV. Its SMILES is [H]/N=C(\N)NCC.O. As for the charge: 0.

---

## x
Computed, not measured: 2 unconnected molecules or ions with the total composition C3H11N3O, with wB97M-V/def2-TZVPD.

Last column: natural (NBO) charge in e.
Geometry (Å):
H 0.31 1.51 -2.21  0.362
N 1.06 1.05 -1.74  -0.948
C 0.46 0.02 -1.05  0.666
N 0.87 -1.25 -1.09  -0.842
N -0.57 0.24 -0.12  -0.642
C -1.06 -0.30 1.17  -0.215
C -2.59 -0.08 1.19  -0.640
H 1.65 -1.16 -1.75  0.406
H 0.32 -2.08 -1.15  0.415
H -0.55 1.21 0.10  0.388
H -0.75 -1.36 1.45  0.203
H -0.59 0.31 1.96  0.199
H -3.04 -0.14 0.27  0.219
H -3.35 -0.56 1.82  0.226
H -2.77 0.93 1.61  0.206
O 3.59 0.90 0.06  -0.951
H 3.68 -0.08 0.36  0.460
H 3.29 0.83 -0.87  0.488

As for the HOMO-LUMO gap: 0.3272 Ha. As for the spin multiplicity: 1. The calculation puts the HOMO energy at -8.225 eV. Its SMILES is [H]/N=C(/N)NCC.O. As for the charge: 0.

---

Tell me which of them is the least stable. Sure, it is x.